Formula: C24H43ClInP2
Source: the Open Molecules 2025 dataset
Level of theory: the ωB97M-V functional and the def2-TZVPD basis

Last column: Löwdin charge in e.
Cartesian coordinates (Å):
In 2.751 0.465 2.433  0.881
C -1.806 -1.013 3.947  -0.078
C -1.414 -2.097 3.121  -0.151
C 0.389 -1.496 4.393  -0.115
C -0.682 -0.624 4.723  -0.190
C -0.051 -2.381 3.371  -0.174
C -3.174 -0.474 4.087  0.022
H -3.705 -0.498 3.128  0.090
H -3.150 0.559 4.448  0.094
H -3.764 -1.068 4.806  0.133
C -0.627 0.427 5.751  -0.036
H -1.567 0.990 5.782  0.083
H 0.188 1.144 5.557  0.037
H -0.462 -0.005 6.753  0.102
C 1.693 -1.543 5.095  -0.035
H 1.595 -2.072 6.062  0.132
H 2.072 -0.534 5.318  0.085
H 2.460 -2.072 4.511  0.073
C 0.760 -3.440 2.741  -0.015
H 0.727 -4.372 3.331  0.110
H 1.812 -3.138 2.649  0.076
H 0.376 -3.673 1.741  0.088
C -2.285 -2.867 2.215  -0.017
H -2.497 -3.870 2.618  0.111
H -1.818 -3.001 1.231  0.082
H -3.248 -2.364 2.075  0.075
C -0.923 1.993 0.541  -0.096
C -1.950 1.168 0.765  -0.110
C -2.503 0.107 -0.141  -0.176
C -1.537 -0.446 -1.217  -0.218
C -0.277 -1.007 -0.665  -0.108
C 0.872 -0.338 -0.521  -0.159
C 1.134 1.119 -0.787  -0.219
C -0.065 2.095 -0.680  -0.222
H -3.383 0.510 -0.669  0.121
H -1.345 0.334 -1.974  0.013
H -2.873 -0.747 0.464  0.086
H -0.667 2.022 -1.602  0.023
H -0.687 2.739 1.313  0.101
H -2.574 1.347 1.649  0.093
H 0.357 3.116 -0.692  0.118
H 1.939 1.486 -0.119  0.058
H 1.754 -0.883 -0.148  0.054
H 1.575 1.225 -1.800  0.081
H -2.067 -1.253 -1.753  0.120
H -0.325 -2.049 -0.330  0.093
P -0.318 1.385 -3.868  0.821
C -0.498 3.205 -4.095  -0.290
C -1.611 0.832 -5.059  -0.285
P 2.007 -0.499 -4.536  0.794
C 1.197 1.141 -4.902  -0.597
C 1.330 -1.435 -5.989  -0.323
C 3.624 -0.086 -5.332  -0.334
H 0.348 3.717 -3.617  0.039
H -1.426 3.537 -3.612  0.042
H -0.526 3.454 -5.166  0.044
H -1.549 1.409 -5.997  0.045
H -2.597 1.003 -4.599  0.040
H -1.516 -0.241 -5.273  0.025
H 3.479 0.230 -6.373  0.041
H 4.268 -0.971 -5.294  0.032
H 4.095 0.721 -4.757  0.030
H 1.919 1.939 -4.658  0.046
H 0.926 1.211 -5.972  0.053
H 1.849 -2.401 -6.038  0.034
H 1.506 -0.884 -6.925  0.041
H 0.257 -1.627 -5.862  0.018
Cl 1.642 2.964 4.109  0.468
C 3.152 2.420 3.421  -0.877
H 3.503 3.144 2.668  -0.008
H 3.910 2.309 4.204  -0.013

Properties
Charge: +1
Largest force on an atom: 5.56 eV/A
Frontier orbital gap (alpha / beta): 3.82 / 3.91 eV
E_LUMO (alpha / beta): -6.4 / -6.3 eV
E_HOMO (alpha / beta): -10.2 / -10.3 eV
Energy above the lowest of the compared OMol25 structures with the same formula, charge and spin: 6.8 kcal/mol
M: 543.83 g mol⁻¹

***

Formula: C3H4N4S
Source: the Open Molecules 2025 dataset
Level of theory: the ωB97M-V functional and the def2-TZVPD basis

Last column: Löwdin charge in e.
Cartesian coordinates (Å):
C 1.530 0.616 0.010  -0.370
C -1.266 -0.924 0.748  -0.485
C -0.757 1.307 -0.454  -0.841
N 0.431 1.175 -0.420  0.082
N -1.139 -0.561 1.818  0.165
N 2.538 1.235 0.387  0.133
N -1.437 -1.539 -0.423  0.095
S -2.135 1.951 -0.499  0.808
H 1.492 -0.518 -0.151  0.135
H 3.459 0.917 0.558  0.042
H -0.788 -1.210 -1.162  0.108
H -1.927 -2.449 -0.413  0.128

Properties
SMILES: [H]/N=C/N=C=S.N#CN
Charge: 0
Largest force on an atom: 5.32 eV/A
Frontier orbital gap: 9.76 eV
E_LUMO: 0.1 eV
E_HOMO: -9.6 eV
Energy above the lowest of the compared OMol25 structures with the same formula, charge and spin: 38.1 kcal/mol
M: 128.16 g mol⁻¹

***

Formula: C3H11N2
Source: the Open Molecules 2025 dataset
Level of theory: the ωB97M-V functional and the def2-TZVPD basis

Last column: Löwdin charge in e.
Cartesian coordinates (Å):
C -1.286 -1.637 -1.093  -0.227
C 0.106 1.719 1.204  -0.019
C 1.579 0.784 -0.397  0.185
N -0.635 -1.601 0.191  -0.098
N 1.263 1.819 0.316  0.014
H -2.152 -0.890 -1.166  0.102
H -0.695 -1.472 -1.944  0.040
H -1.774 -2.633 -1.310  0.093
H -0.483 0.871 0.906  0.064
H 0.372 1.738 2.307  0.133
H -0.407 2.722 1.053  0.128
H 0.997 -0.134 -0.387  0.076
H 2.444 0.617 -1.068  0.137
H -1.403 -2.145 0.712  0.120
H 0.104 -2.292 0.168  0.066
H 1.971 2.535 0.508  0.186

Properties
Charge: +1
Largest force on an atom: 3.56 eV/A
Frontier orbital gap: 8.39 eV
E_LUMO: -5.2 eV
E_HOMO: -13.6 eV
Energy above the lowest of the compared OMol25 structures with the same formula, charge and spin: 53.1 kcal/mol
M: 75.13 g mol⁻¹

***

Formula: C10H15Cl2NPrS
Source: the Open Molecules 2025 dataset
Level of theory: the ωB97M-V functional and the def2-TZVPD basis

Last column: Mulliken spin population.
Cartesian coordinates (Å):
Pr 0.923 -0.464 0.162  2.033
Cl 0.697 -2.974 -0.420  -0.006
Cl 2.344 1.482 1.139  -0.002
C 2.252 -0.156 -1.684  -0.027
H 2.976 0.640 -1.317  -0.001
H 2.720 -1.093 -2.069  0.002
C -0.834 0.379 -1.443  -0.010
C 0.767 0.306 -2.132  0.001
H -1.164 0.765 -0.289  0.007
C 0.548 -0.593 -3.421  -0.002
H 1.056 1.466 -2.536  0.001
C -0.602 -0.095 -4.295  0.001
H 1.451 -0.786 -4.064  0.002
H 0.341 -1.580 -2.963  0.000
C -1.903 -0.131 -3.511  -0.001
H -0.352 0.892 -4.651  0.000
H -0.657 -0.788 -5.168  0.000
C -1.831 0.904 -2.391  0.001
H -2.737 0.133 -4.163  0.000
H -2.123 -1.118 -3.074  0.000
H -1.546 1.845 -2.822  0.000
H -2.800 1.039 -1.912  0.000
S -2.201 -0.889 3.992  0.000
C -0.677 -0.633 4.730  0.000
C 0.309 -0.442 3.807  0.000
N -0.106 -0.484 2.471  0.001
C -1.430 -0.722 2.374  0.002
H -0.510 -0.630 5.803  0.000
H 1.360 -0.264 3.962  0.000
H -1.987 -0.849 1.460  -0.001

Properties
⟨S²⟩: 2.0045
Charge: -1
Largest force on an atom: 6.04 eV/A
Frontier orbital gap (alpha / beta): 4.86 / 4.88 eV
E_LUMO (alpha / beta): 2.2 / 2.2 eV
E_HOMO (alpha / beta): -2.7 / -2.7 eV
2S+1: 3
M: 393.12 g mol⁻¹

***

Formula: C18H26AlF3IN2
Source: the Open Molecules 2025 dataset
Level of theory: the ωB97M-V functional and the def2-TZVPD basis

Last column: Löwdin charge in e.
Cartesian coordinates (Å):
C -6.301 0.463 5.272  -0.143
C -5.105 -0.447 4.920  -0.449
C -3.927 0.317 4.308  -0.804
I -3.020 1.436 5.943  0.734
Al -2.603 -0.983 3.426  0.194
C -0.648 -0.458 3.661  -0.291
C -0.106 0.508 2.621  -0.216
C -0.738 1.857 2.592  -0.598
F -0.205 2.537 1.475  0.002
F -0.463 2.622 3.658  0.129
F -2.058 1.863 2.360  0.108
H -6.353 0.637 6.338  0.054
H -7.237 0.016 4.961  0.058
H -6.209 1.433 4.800  0.053
H -4.766 -0.892 5.844  0.064
H -5.415 -1.227 4.234  0.079
H -4.345 1.027 3.602  0.003
H -2.994 -1.157 1.857  -0.105
H -2.839 -2.399 4.171  -0.081
H -0.067 -1.370 3.551  0.039
H -0.451 -0.110 4.666  0.029
H -0.148 0.079 1.627  0.095
H 0.950 0.716 2.805  0.116
C 6.270 -2.419 -5.260  0.052
N 5.071 -1.767 -4.681  -0.076
C 4.191 -2.516 -3.997  0.021
C 3.085 -1.948 -3.415  0.063
C 2.873 -0.576 -3.526  -0.122
C 3.791 0.172 -4.256  0.058
C 4.880 -0.447 -4.824  0.025
C 1.715 0.077 -2.867  -0.137
C 1.915 1.098 -1.948  0.059
C 0.829 1.706 -1.357  0.036
N -0.416 1.325 -1.666  -0.048
C -0.639 0.333 -2.539  0.031
C 0.408 -0.310 -3.153  0.054
C -1.559 2.000 -1.017  0.053
H 5.946 -3.216 -5.925  0.116
H 6.870 -2.819 -4.447  0.117
H 6.843 -1.686 -5.815  0.105
H 4.403 -3.573 -3.923  0.160
H 2.407 -2.579 -2.858  0.148
H 3.666 1.237 -4.391  0.145
H 5.616 0.099 -5.394  0.153
H 2.908 1.420 -1.668  0.143
H 0.934 2.493 -0.623  0.149
H -1.670 0.072 -2.728  0.163
H 0.194 -1.100 -3.859  0.141
H -2.134 1.241 -0.489  0.120
H -2.174 2.497 -1.763  0.118
H -1.177 2.718 -0.304  0.084

Properties
Charge: +1
Largest force on an atom: 1.12 eV/A
Frontier orbital gap: 2.04 eV
E_LUMO: -6.0 eV
E_HOMO: -8.1 eV
M: 481.30 g mol⁻¹

***

Formula: C4H10FN
Source: the Open Molecules 2025 dataset
Level of theory: the ωB97M-V functional and the def2-TZVPD basis

Last column: Löwdin charge in e.
Cartesian coordinates (Å):
C 1.906 -0.485 -1.368  -0.098
C 1.435 0.130 -0.068  -0.331
C -1.065 -0.284 0.154  -0.225
C -2.104 0.301 1.103  -0.238
H 2.933 -0.781 -1.336  0.060
H 1.757 0.216 -2.136  0.051
H 1.210 -1.354 -1.529  0.089
H 2.067 1.014 0.153  0.117
H 1.466 -0.624 0.742  0.108
H 0.047 1.502 0.447  0.133
H -0.875 -1.225 0.662  0.106
H -1.522 -0.478 -0.838  0.119
H -1.694 0.463 2.158  0.126
H -2.974 -0.481 1.332  0.145
N 0.081 0.605 -0.128  -0.101
F -2.668 1.480 0.652  -0.061

Properties
SMILES: CCNCCF
Charge: 0
Largest force on an atom: 2.93 eV/A
Frontier orbital gap: 9.80 eV
E_LUMO: 1.1 eV
E_HOMO: -8.7 eV
Energy above the lowest of the compared OMol25 structures with the same formula, charge and spin: 22.0 kcal/mol
M: 91.13 g mol⁻¹

***

Formula: C21H42Br6F3N5O7
Source: the Open Molecules 2025 dataset
Level of theory: the ωB97M-V functional and the def2-TZVPD basis

Last column: Löwdin charge in e.
Cartesian coordinates (Å):
C -1.507 1.363 5.762  0.008
C -0.626 0.211 5.378  -0.532
O -0.948 -0.963 5.496  0.028
N 0.602 0.555 4.875  0.005
C 1.651 -0.421 4.660  -0.065
H -1.417 2.204 5.074  0.073
H -1.163 1.701 6.745  0.095
H -2.555 1.094 5.841  0.088
H 0.861 1.495 5.133  0.132
H 2.507 -0.003 4.133  0.077
H 1.284 -1.256 4.072  0.065
H 2.008 -0.729 5.648  0.094
C -0.111 2.199 1.737  0.010
C 1.308 1.818 1.399  -0.536
O 1.649 0.644 1.281  -0.001
N 2.239 2.803 1.344  0.023
C 2.006 4.236 1.565  -0.071
H -0.786 1.511 1.229  0.074
H -0.265 3.224 1.400  0.070
H -0.340 2.115 2.798  0.066
H 3.180 2.565 1.089  0.136
H 1.348 4.403 2.417  0.080
H 1.545 4.700 0.692  0.079
H 2.989 4.636 1.798  0.087
C -0.316 2.760 -1.887  0.007
C 0.043 2.543 -3.341  -0.551
O 1.232 2.484 -3.652  0.031
N -0.988 2.383 -4.172  0.024
C -0.916 2.217 -5.605  -0.055
H 0.148 3.666 -1.502  0.080
H -0.128 1.864 -1.298  0.068
H -1.394 2.937 -1.784  0.081
H -1.932 2.448 -3.834  0.132
H 0.070 1.877 -5.901  0.061
H -1.173 3.133 -6.146  0.089
H -1.674 1.528 -5.986  0.084
C -0.604 -1.170 -1.503  0.012
C -1.562 -0.855 -0.347  -0.557
O -2.627 -0.263 -0.523  -0.049
N -1.227 -1.382 0.837  0.013
C -1.948 -1.142 2.070  -0.046
H -0.884 -2.161 -1.862  0.088
H 0.375 -1.251 -1.017  0.057
H -0.511 -0.455 -2.312  0.066
H -0.325 -1.818 0.960  -0.005
H -1.417 -0.399 2.678  0.064
H -1.966 -2.035 2.693  0.080
H -2.948 -0.760 1.899  0.090
C -0.983 -4.425 4.974  0.001
C -2.216 -4.388 5.864  -0.562
O -2.806 -5.422 6.161  0.017
N -2.602 -3.174 6.284  0.010
C -3.828 -2.957 7.028  -0.067
H -0.807 -3.463 4.491  0.044
H -1.187 -5.179 4.217  0.082
H -0.100 -4.661 5.564  0.084
H -2.025 -2.372 6.045  0.075
H -4.356 -2.151 6.509  0.077
H -3.614 -2.541 8.016  0.077
H -4.486 -3.808 7.140  0.079
C 1.674 -0.480 -5.480  -0.059
C 2.660 0.532 -6.012  -0.204
O 2.679 0.367 -7.440  0.034
C 3.427 1.204 -8.138  -0.397
O 4.156 2.034 -7.694  0.173
C 3.442 0.882 -9.665  -0.592
F 4.643 0.450 -10.010  0.180
F 2.578 -0.056 -9.987  0.185
F 3.214 1.999 -10.336  0.180
H 1.466 -0.320 -4.421  0.072
H 1.936 -1.523 -5.630  0.082
H 0.729 -0.225 -5.970  0.069
H 3.674 0.319 -5.666  0.133
H 2.401 1.526 -5.651  0.106
C -3.993 -1.374 -3.384  -1.582
Br -4.994 -1.830 -1.794  0.610
Br -4.980 -0.131 -4.547  0.522
Br -3.479 -2.952 -4.411  0.541
H -3.088 -0.878 -3.063  -0.064
C 3.557 -2.116 1.423  -1.566
Br 1.807 -2.928 1.300  0.665
Br 4.611 -2.437 -0.203  0.546
Br 4.650 -2.734 2.917  0.554
H 3.449 -1.045 1.530  -0.056

Properties
Charge: 0
Largest force on an atom: 1.85 eV/A
Frontier orbital gap: 8.63 eV
E_LUMO: -0.3 eV
E_HOMO: -9.0 eV
M: 1013.01 g mol⁻¹

***

Formula: C7H13NO
Source: the Open Molecules 2025 dataset
Level of theory: the ωB97M-V functional and the def2-TZVPD basis

Last column: Löwdin charge in e.
Cartesian coordinates (Å):
C -1.737 0.359 0.215  -0.352
C -2.096 0.316 -1.259  -0.052
C 0.128 -2.066 0.338  -0.064
C -0.094 0.507 0.427  -0.255
C 0.563 -0.639 0.439  -0.241
N 0.321 1.820 0.551  0.090
C 2.167 -0.526 0.562  -0.121
C 2.941 -0.024 -0.405  -0.016
O -2.360 1.486 0.811  -0.065
H -1.669 2.001 1.266  0.073
H -2.125 -0.514 0.744  0.125
H 1.313 1.932 0.739  0.091
H 0.001 2.405 -0.220  0.109
H 2.618 -0.930 1.468  0.092
H -1.723 1.205 -1.780  0.080
H -1.692 -0.575 -1.747  0.076
H -3.184 0.309 -1.391  0.082
H -0.915 -2.182 0.034  0.065
H 0.731 -2.592 -0.411  0.085
H 0.260 -2.571 1.300  0.084
H 2.524 0.319 -1.349  0.063
H 4.026 -0.040 -0.331  0.050

Properties
SMILES: C=C/C(C)=C(\N)[C@H](C)O
Charge: 0
Largest force on an atom: 4.58 eV/A
Frontier orbital gap: 9.27 eV
E_LUMO: 0.9 eV
E_HOMO: -8.4 eV
Energy above the lowest of the compared OMol25 structures with the same formula, charge and spin: 44.2 kcal/mol
M: 127.19 g mol⁻¹

***

What is the largest force on an atom in the first record?
5.56 eV/A